C32H29CsF10N9O2S | ωB97M-V/def2-TZVPD

Output
* total energy: -3297.05397 Ha
* gap between HOMO and LUMO: 0.2178 Ha
* ΔE to the lowest compared entry with this formula, charge and spin: 0.0 kcal/mol

The geometry in ORCA input format:
```
! wB97M-V def2-TZVPD RIJCOSX def2/J DEFGRID3
* xyz -1 1
Cs 0.83847 0.16583 0.16822
C 0.50098 -3.97070 -0.07368
N 1.50058 -2.94290 -0.25995
C 2.05189 -3.02173 -1.62026
C 2.58245 -1.70919 -2.20806
N 1.45818 -0.79206 -2.36567
C 1.59887 0.44143 -2.84033
C 0.47892 1.34163 -2.72719
F -0.69324 0.88079 -2.22518
C 0.48308 2.63853 -3.17753
F -0.64412 3.37721 -3.08905
C 1.61866 3.20011 -3.74371
F 1.63149 4.48243 -4.17111
C 2.74276 2.39724 -3.84089
F 3.86301 2.90188 -4.38430
C 2.73148 1.08836 -3.40816
F 3.87117 0.37627 -3.60334
C 2.54008 -3.05894 0.78246
C 2.12942 -2.55238 2.18293
N 2.02626 -1.10748 2.30274
C 3.11813 -0.36204 2.47089
C 4.48904 -0.74393 2.59426
F 4.83431 -2.05962 2.54951
C 5.53220 0.13830 2.77513
F 6.78305 -0.33921 2.88875
C 5.32196 1.50350 2.83619
F 6.34712 2.36794 3.00844
C 4.01713 1.95536 2.70145
F 3.76499 3.27496 2.75924
C 2.98416 1.07146 2.50735
F 1.73903 1.64141 2.40160
H 0.92533 -4.99247 -0.14709
H -0.27139 -3.87367 -0.83617
H 0.02348 -3.88768 0.90329
H 1.25263 -3.35055 -2.28818
H 2.83933 -3.79704 -1.64377
H 3.06564 -1.96382 -3.16155
H 3.39152 -1.33845 -1.55606
H 3.40837 -2.47988 0.45874
H 2.86819 -4.11287 0.83578
H 2.80952 -3.01467 2.90591
H 1.14407 -2.96064 2.42880
C -0.27567 2.86012 4.57266
C -0.80302 1.55148 5.00830
N -0.82054 1.09008 6.22301
N -1.43811 -0.11855 6.11507
C -1.82618 -0.41640 4.86511
S -2.62583 -1.79243 4.31043
N -1.41428 0.66869 4.14962
N -1.47360 0.82501 2.75999
H 0.09778 3.40416 5.43740
H -1.06534 3.44872 4.10436
H 0.51844 2.72500 3.84579
H -1.55469 -0.72807 6.90396
H -1.62891 -0.10731 2.37176
H -2.32703 1.33710 2.54597
O -3.46640 -2.81350 -4.12430
C -2.72901 -3.38332 -3.05408
C -2.82033 -2.49441 -1.84600
C -2.67972 -3.03236 -0.57403
C -2.60718 -2.17987 0.51688
N -2.69981 -0.85747 0.41495
C -2.90602 -0.34840 -0.79930
C -2.95342 -1.12108 -1.95656
C -2.98152 1.13563 -0.90273
C -3.69908 1.73226 -1.93628
C -3.68070 3.11311 -2.06753
C -4.36207 3.79544 -3.22811
O -4.16927 3.11157 -4.45350
C -2.97990 3.84833 -1.12826
C -2.31051 3.16995 -0.12161
N -2.29033 1.85263 -0.01620
H -3.30787 -3.33935 -4.91275
H -1.66910 -3.47841 -3.32710
H -3.10356 -4.38253 -2.80101
H -2.58646 -4.09903 -0.41761
H -2.46189 -2.55687 1.52334
H -3.03350 -0.65401 -2.92431
H -4.24972 1.12823 -2.64145
H -4.00593 4.83083 -3.29558
H -5.44425 3.83013 -3.07627
H -3.21882 2.99522 -4.57275
H -2.91561 4.92597 -1.19918
H -1.72918 3.71095 0.61748
*
```